Arrangement w

CH4BBrO2 | ωB97M-V with the def2-TZVPD basis set

Last columns: bonded neighbours and bond lengths (Å).
CARTESIAN COORDINATES (ANGSTROEM)
1 B 0.1272 -0.7954 0.1949  C2 1.571, O3 1.348, O4 1.373
2 C 1.5638 -0.7027 0.8229  B1 1.571, Br5 1.948, H6 1.149, H7 1.212
3 O -0.1596 -0.1799 -0.9700  B1 1.348, H8 0.956
4 O -0.8492 -1.2611 1.0399  B1 1.373, H9 1.038
5 Br 2.8816 0.3148 -0.1889  C2 1.948
6 H 1.3208 -0.2050 1.8294  C2 1.149
7 H 1.8905 -1.8489 1.0428  C2 1.212
8 H -0.9370 -0.5208 -1.4099  O3 0.956
9 H -1.7813 -1.4194 0.6109  O4 1.038

HOMO level in Eh: -0.3606
Frontier orbital gap in eV: 9.88
SMILES string: OB(O)CBr

=====

Arrangement x

CH4BBrO2 | ωB97M-V with the def2-TZVPD basis set

Last columns: bonded neighbours and bond lengths (Å).
CARTESIAN COORDINATES (ANGSTROEM)
1 B 0.3684 0.2624 0.0517  C2 1.672, O3 1.310, O4 1.306
2 C -0.8272 -0.7990 0.5409  B1 1.672, Br5 2.105, H6 1.111, H7 1.082
3 O 0.5156 1.4151 0.6574  B1 1.310, H8 0.976
4 O 1.1038 -0.1939 -0.9269  B1 1.306, H9 0.985
5 Br -2.1475 -0.7210 -1.0963  C2 2.105
6 H -0.4421 -1.8190 0.3257  C2 1.111
7 H -1.5348 -0.6213 1.3406  C2 1.082
8 H 1.1420 2.1296 0.4354  O3 0.976
9 H 1.8217 0.3471 -1.3286  O4 0.985

HOMO level in Eh: -0.3549
Frontier orbital gap in eV: 9.75
SMILES string: OB(O)CBr

=====

Compare the structures above. Which one is the most stable? arrangement x is.